No. 1
Here is a cluster of 2 separate species, C6H12O in total from the OMol25 dataset. Energies are from ωB97M-V/def2-TZVPD.

Each line ends with the natural charge from an NBO analysis.
Cartesian coordinates (Å):
C 1.55 1.69 -0.27  -0.399
C 1.38 0.63 0.58  -0.229
C -0.01 -0.11 0.38  -0.234
C -0.82 -0.54 1.37  0.012
C -0.37 0.04 2.62  -0.642
C -1.88 -1.55 1.34  -0.645
H 0.93 2.07 -1.02  0.187
H 2.27 2.57 -0.23  0.192
H 2.16 0.49 1.36  0.217
H 0.05 -0.55 -0.68  0.205
H -0.69 -0.63 3.41  0.202
H -0.70 1.10 2.74  0.229
H 0.70 0.08 2.70  0.219
H -2.25 -1.70 0.33  0.238
H -2.68 -1.22 2.05  0.217
H -1.54 -2.37 2.01  0.231
O 0.20 -0.17 -4.88  -0.935
H 0.85 -0.06 -4.26  0.465
H 0.23 0.54 -5.52  0.470

Values from the calculation:
molecular weight	100.16	g/mol
lowest unoccupied orbital energy	0.9	eV
gap between HOMO and LUMO	9.36	eV
SMILES	C=CC=C(C)C.O
net charge	0

No. 2
Here is a cluster of 8 separate species, C5H28N2O7S in total from the OMol25 dataset. Energies are from ωB97M-V/def2-TZVPD.

Each line ends with the natural charge from an NBO analysis.
Cartesian coordinates (Å):
C -3.36 0.87 -1.84  -0.407
N -2.42 0.30 -0.87  -0.489
C -3.02 -0.76 -0.11  -0.424
C -1.07 0.01 -1.32  -0.229
C -0.05 1.19 -1.31  -0.084
N 1.25 0.52 -1.25  -0.852
C -0.27 2.05 -0.07  -0.509
S 0.71 3.63 -0.08  -0.054
H -4.19 1.29 -1.29  0.208
H -2.88 1.51 -2.58  0.208
H -3.73 0.02 -2.44  0.169
H -2.99 -0.70 0.98  0.174
H -4.07 -0.99 -0.31  0.203
H -2.46 -1.70 -0.21  0.199
H -1.14 -0.28 -2.38  0.185
H -0.63 -0.77 -0.70  0.221
H -0.16 1.86 -2.16  0.204
H 2.00 1.14 -1.53  0.376
H 1.34 0.18 -0.31  0.369
H 0.17 1.60 0.81  0.202
H -1.30 2.26 0.21  0.228
H 1.79 3.07 -0.63  0.107
O 3.40 -1.69 1.42  -0.993
H 3.67 -1.03 0.77  0.476
H 3.08 -1.12 2.16  0.503
O 0.03 -0.60 3.06  -0.990
H -0.81 -0.13 2.92  0.486
H 0.16 -1.13 2.26  0.487
O -2.69 1.18 2.27  -0.956
H -2.29 1.20 1.39  0.484
H -3.43 0.57 2.28  0.474
O 2.56 0.21 3.29  -0.979
H 1.80 0.62 2.88  0.505
H 2.50 0.08 4.24  0.495
O 0.58 -2.43 0.89  -0.978
H 0.48 -2.98 1.68  0.476
H 1.55 -2.46 0.77  0.514
O 3.89 -0.25 -1.57  -0.942
H 3.51 -0.24 -2.46  0.471
H 4.47 -1.00 -1.80  0.479
O 1.53 -1.92 -2.62  -0.977
H 1.88 -1.16 -2.12  0.488
H 0.62 -2.01 -2.34  0.468

Values from the calculation:
molecular weight	260.35	g/mol
lowest unoccupied orbital energy	0.4	eV
gap between HOMO and LUMO	9.17	eV
SMILES	CN(C)C[C@H](N)CS.O.O.O.O.O.O.O
net charge	0

No. 3
Here is a structure of composition C36H37CsN6O3Se from the OMol25 dataset. Energies are from ωB97M-V/def2-TZVPD.

Each line ends with the Mulliken charge.
Cartesian coordinates (Å):
Cs -0.54 0.29 1.49  1.350
C -1.41 -4.17 2.96  -1.225
C -2.49 -3.44 2.20  0.941
C -2.53 -3.53 0.80  -0.375
C -3.50 -2.85 0.08  1.093
C -3.57 -2.95 -1.42  -1.689
C -4.42 -2.06 0.76  -0.827
C -4.40 -1.96 2.14  0.820
C -5.42 -1.12 2.86  -1.021
C -3.42 -2.65 2.85  -0.626
H -0.44 -4.00 2.50  0.105
H -1.59 -5.25 2.94  0.333
H -1.38 -3.85 4.00  0.330
H -1.78 -4.11 0.29  0.025
H -2.65 -3.37 -1.84  0.296
H -3.71 -1.96 -1.87  0.310
H -4.40 -3.59 -1.73  0.452
H -5.16 -1.50 0.20  0.263
H -6.15 -1.75 3.37  0.319
H -5.96 -0.48 2.17  0.313
H -4.95 -0.49 3.61  -0.060
H -3.38 -2.54 3.93  0.309
N 1.58 6.32 -7.09  -0.609
C 1.17 5.61 -6.29  0.001
C 0.65 4.72 -5.30  0.607
C -0.42 3.88 -5.61  -0.813
C -0.91 3.01 -4.64  -0.051
C -0.35 2.99 -3.37  -0.475
C 0.71 3.83 -3.06  -0.143
C 1.22 4.70 -4.02  -0.847
C -0.87 2.07 -2.31  1.097
C -0.55 0.71 -2.50  -0.103
C 0.18 0.17 -3.60  -0.501
C 0.25 -1.19 -3.40  -1.443
C -0.43 -1.42 -2.17  -0.354
N -0.91 -0.32 -1.63  -0.202
C -1.58 2.69 -1.29  0.277
C -1.93 4.08 -1.20  -0.879
C -2.62 4.23 -0.02  -0.824
C -2.66 2.93 0.56  -0.689
N -2.07 2.02 -0.18  -0.289
H -0.85 3.90 -6.60  0.426
H -1.73 2.35 -4.87  0.492
H 1.15 3.80 -2.07  0.776
H 2.05 5.35 -3.79  0.438
H 0.61 0.73 -4.42  0.468
H 0.74 -1.92 -4.02  0.462
H -0.55 -2.37 -1.66  0.481
H -1.69 4.84 -1.92  0.448
H -3.03 5.14 0.39  0.418
H -3.11 2.65 1.51  0.627
Se -5.38 1.37 6.63  -0.469
C -4.05 1.13 5.38  0.110
N -3.22 0.94 4.59  -0.590
O 0.86 -3.32 0.58  -0.661
C 1.98 -2.83 0.49  0.022
C 2.22 -1.41 0.05  2.357
C 3.06 -1.27 -1.22  -0.388
C 4.56 -1.34 -0.96  -0.783
C 5.05 -2.68 -0.44  -0.747
C 4.43 -3.07 0.90  -0.579
N 3.08 -3.58 0.78  -0.058
H 2.64 -0.84 0.88  0.296
H 1.22 -1.00 -0.12  -2.553
H 2.82 -0.30 -1.66  0.192
H 2.76 -2.01 -1.96  0.333
H 4.81 -0.56 -0.23  0.289
H 5.11 -1.08 -1.88  0.421
H 6.14 -2.66 -0.33  0.370
H 4.82 -3.47 -1.16  0.297
H 4.45 -2.21 1.58  0.225
H 5.03 -3.85 1.37  0.433
H 2.87 -4.49 1.15  0.329
O 2.63 2.84 1.09  -0.725
C 2.74 2.20 2.14  0.071
C 3.47 2.77 3.37  -0.404
C 3.34 1.66 4.39  -0.377
C 2.58 0.57 3.63  0.137
O 2.31 -0.52 4.13  -0.742
N 2.26 0.96 2.37  0.068
H 3.00 3.72 3.65  0.236
H 4.50 3.00 3.09  0.211
H 2.76 1.94 5.27  0.224
H 4.29 1.26 4.74  0.221

Values from the calculation:
molecular weight	813.60	g/mol
lowest unoccupied orbital energy	3.5	eV
gap between HOMO and LUMO	5.90	eV
net charge	-2

- Among the records above, which one has the highest gap between HOMO and LUMO?
  C6H12O